[1]
# C4H11NO2

C4H11NO2 as an isolated structure in a non-equilibrium geometry (wB97M-V/def2-TZVPD, the OMol25 dataset).

Geometry as ORCA input:
```
! RIJCOSX wB97M-V def2-TZVPD def2/J DEFGRID3
* xyz 0 1
O 2.661 -1.403 -0.793
C 3.164 -1.633 0.374
O 2.843 -1.073 1.408
H 4.006 -2.333 0.379
C -0.457 -0.050 -0.370
C -1.373 0.997 0.254
C -2.842 0.603 0.171
N 0.957 0.383 -0.441
H -0.460 -0.959 0.235
H -0.770 -0.314 -1.385
H -1.224 1.950 -0.245
H -1.086 1.106 1.300
H -3.106 0.300 -0.840
H -3.053 -0.251 0.803
H -3.476 1.428 0.474
H 1.096 1.077 -1.169
H 1.262 0.766 0.449
H 1.858 -0.596 -0.606
*
```

Computed properties:
DFT total energy ... -364.25173 Ha
Energy above the lowest of the compared OMol25 structures with the same formula, charge and spin ... 10.3 kcal/mol
Orbital gap ... 10.33 eV
Molar mass ... 105.14 g/mol

[2]
# C4H11NO2

A 2-piece molecular cluster, C4H11NO2 overall in a non-equilibrium geometry (wB97M-V/def2-TZVPD, the OMol25 dataset).

Geometry as ORCA input:
```
! RIJCOSX wB97M-V def2-TZVPD def2/J DEFGRID3
* xyz 0 1
C 0.589 0.957 1.950
C -0.694 0.746 1.166
C -1.396 1.974 0.571
C -0.811 -0.419 0.188
N 0.301 -1.232 0.033
O -1.818 -0.714 -0.418
H 1.350 0.194 1.818
H 1.061 1.937 1.857
H 0.520 0.782 3.035
H -1.420 0.377 1.926
H -1.159 2.138 -0.491
H -1.055 2.904 1.001
H -2.466 1.891 0.670
H 1.110 -1.092 0.603
H 0.214 -2.181 -0.287
O 2.211 -2.968 -4.371
H 2.011 -2.023 -4.341
H 1.450 -3.272 -4.910
*
```

Computed properties:
Structure (SMILES) ... CC(C)C(N)=O.O
DFT total energy ... -364.24028 Ha
Energy above the lowest of the compared OMol25 structures with the same formula, charge and spin ... 17.5 kcal/mol
Orbital gap ... 10.46 eV
Molar mass ... 105.14 g/mol

[3]
# C4H11NO2

A 2-piece molecular cluster, C4H11NO2 overall in a non-equilibrium geometry (wB97M-V/def2-TZVPD, the OMol25 dataset).

Geometry as ORCA input:
```
! RIJCOSX wB97M-V def2-TZVPD def2/J DEFGRID3
* xyz 0 1
C -2.779 -1.136 -0.314
N -1.807 -0.516 -1.213
C -0.587 -0.107 -0.500
C 0.728 -0.608 -1.133
C 1.796 0.460 -1.021
O 2.975 0.387 -1.260
H -3.597 -1.520 -0.922
H -2.286 -1.959 0.201
H -3.220 -0.488 0.452
H -2.206 0.352 -1.564
H -0.516 0.958 -0.261
H -0.647 -0.544 0.505
H 0.545 -0.929 -2.156
H 1.149 -1.427 -0.543
H 1.419 1.465 -0.753
O 2.883 2.033 3.162
H 3.746 2.136 3.597
H 2.405 1.444 3.721
*
```

Computed properties:
Structure (SMILES) ... CNCCC=O.O
DFT total energy ... -364.19498 Ha
Energy above the lowest of the compared OMol25 structures with the same formula, charge and spin ... 45.9 kcal/mol
Orbital gap ... 10.03 eV
Molar mass ... 105.14 g/mol

[4]
# C4H11NO2

A 2-piece molecular cluster, C4H11NO2 overall in a non-equilibrium geometry (wB97M-V/def2-TZVPD, the OMol25 dataset).

Geometry as ORCA input:
```
! RIJCOSX wB97M-V def2-TZVPD def2/J DEFGRID3
* xyz 0 1
C 2.205 1.235 -0.095
C 1.645 -0.007 -0.764
N 1.315 -1.108 0.102
O 1.468 -0.967 1.298
H 3.216 1.046 0.262
H 2.227 2.058 -0.795
H 1.595 1.507 0.759
H 0.709 0.184 -1.299
H 2.325 -0.429 -1.508
C -1.764 0.383 0.728
C -2.294 -0.815 -0.048
O -1.343 -1.373 -0.931
H -1.371 1.134 0.043
H -0.979 0.080 1.415
H -2.570 0.829 1.306
H -2.677 -1.579 0.647
H -3.125 -0.490 -0.704
H -0.579 -1.687 -0.418
*
```

Computed properties:
Structure (SMILES) ... CCN=O.CCO
DFT total energy ... -364.14260 Ha
Energy above the lowest of the compared OMol25 structures with the same formula, charge and spin ... 78.8 kcal/mol
Orbital gap ... 9.25 eV
Molar mass ... 105.14 g/mol

[5]
# C4H11NO2

A 2-piece molecular cluster, C4H11NO2 overall in a non-equilibrium geometry (wB97M-V/def2-TZVPD, the OMol25 dataset).

Geometry as ORCA input:
```
! RIJCOSX wB97M-V def2-TZVPD def2/J DEFGRID3
* xyz 0 1
C -0.905 1.597 0.895
C 0.589 1.262 0.832
N 0.848 0.079 0.012
C 0.833 0.124 -1.441
C 0.980 -1.116 0.626
O 0.941 -2.189 0.046
H -1.186 2.284 0.100
H -1.103 2.157 1.817
H -1.550 0.720 0.911
H 1.037 1.103 1.804
H 1.070 2.093 0.324
H -0.189 0.146 -1.812
H 1.424 -0.725 -1.770
H 1.360 1.015 -1.787
H 1.124 -1.067 1.710
O -2.001 -2.199 -0.694
H -2.244 -3.082 -0.943
H -1.028 -2.199 -0.627
*
```

Computed properties:
Structure (SMILES) ... CCN(C)C=O.O
DFT total energy ... -364.24494 Ha
Energy above the lowest of the compared OMol25 structures with the same formula, charge and spin ... 14.6 kcal/mol
Orbital gap ... 10.38 eV
Molar mass ... 105.14 g/mol

[6]
# C4H11NO2

The molecule C4H11NO2 in a non-equilibrium geometry (wB97M-V/def2-TZVPD, the OMol25 dataset).

Geometry as ORCA input:
```
! RIJCOSX wB97M-V def2-TZVPD def2/J DEFGRID3
* xyz 0 1
N -0.768 1.349 -0.798
C -0.488 1.081 0.592
C 0.056 -0.337 0.834
C 1.507 -0.273 0.311
O 1.749 -0.104 -1.166
C -0.829 -1.344 0.209
O -1.195 -1.156 -1.103
H -1.135 2.269 -1.125
H 0.055 1.147 -1.258
H 0.180 1.926 0.870
H -1.424 1.346 1.216
H 0.162 -0.486 1.899
H 2.181 -1.176 0.388
H 2.187 0.394 0.772
H 1.119 -0.574 -1.645
H -0.062 -2.273 0.366
H -1.720 -1.520 0.860
H -1.575 -0.269 -1.222
*
```

Computed properties:
Structure (SMILES) ... NCC(CO)CO
DFT total energy ... -364.16837 Ha
Energy above the lowest of the compared OMol25 structures with the same formula, charge and spin ... 62.6 kcal/mol
Orbital gap ... 9.91 eV
Molar mass ... 105.14 g/mol

[7]
# C4H11NO2

A 2-piece molecular cluster, C4H11NO2 overall in a non-equilibrium geometry (wB97M-V/def2-TZVPD, the OMol25 dataset).

Geometry as ORCA input:
```
! RIJCOSX wB97M-V def2-TZVPD def2/J DEFGRID3
* xyz 0 1
C -0.290 -0.896 -2.609
C -1.173 -0.144 -1.646
N -0.581 -0.033 -0.310
C 0.305 1.082 0.059
C -0.879 -1.084 0.542
O -0.352 -1.158 1.632
H -0.721 -1.310 -3.517
H 0.145 -1.737 -2.031
H 0.614 -0.344 -2.908
H -2.144 -0.643 -1.491
H -1.436 0.839 -2.061
H 0.505 0.985 1.121
H -0.336 1.956 -0.071
H 1.201 1.133 -0.545
H -1.503 -1.902 0.149
O 2.299 1.836 2.379
H 1.952 0.973 2.640
H 2.729 1.505 1.573
*
```

Computed properties:
Structure (SMILES) ... CCN(C)C=O.O
DFT total energy ... -364.22689 Ha
Energy above the lowest of the compared OMol25 structures with the same formula, charge and spin ... 25.9 kcal/mol
Orbital gap ... 10.08 eV
Molar mass ... 105.14 g/mol

[8]
# C4H11NO2

C4H11NO2 as an isolated structure in a non-equilibrium geometry (wB97M-V/def2-TZVPD, the OMol25 dataset).

Geometry as ORCA input:
```
! RIJCOSX wB97M-V def2-TZVPD def2/J DEFGRID3
* xyz 0 1
C -2.407 0.225 0.603
C -2.442 -0.509 -0.732
O -1.087 0.577 1.001
H -0.556 -0.235 1.100
H -2.887 -0.384 1.379
H -2.960 1.165 0.537
H -2.008 0.109 -1.521
H -3.469 -0.751 -1.011
H -1.874 -1.439 -0.673
C 3.253 -0.187 0.278
C 1.844 -0.445 0.118
N 1.371 0.845 -0.513
O 1.076 -1.192 0.685
H 1.398 0.886 -1.525
H 0.463 1.133 -0.142
H 2.726 1.061 0.017
H 3.761 -0.736 1.063
H 3.797 -0.122 -0.663
*
```

Computed properties:
DFT total energy ... -364.14807 Ha
Energy above the lowest of the compared OMol25 structures with the same formula, charge and spin ... 75.4 kcal/mol
Orbital gap ... 9.76 eV
Molar mass ... 105.14 g/mol

[9]
# C4H11NO2

A 3-piece molecular cluster, C4H11NO2 overall in a non-equilibrium geometry (wB97M-V/def2-TZVPD, the OMol25 dataset).

Geometry as ORCA input:
```
! RIJCOSX wB97M-V def2-TZVPD def2/J DEFGRID3
* xyz 0 1
C -0.225 2.042 0.482
N 0.014 0.803 0.336
C -0.828 0.161 -0.635
C -1.462 -1.001 -0.476
C -0.734 0.779 -2.010
H -1.164 2.417 0.062
H 0.392 2.798 0.946
H -1.823 -1.489 -1.369
H -1.449 -1.584 0.430
H -1.430 1.594 -2.178
H -0.725 0.020 -2.792
H 0.288 1.155 -2.144
O 2.084 -1.887 -0.491
H 1.873 -1.812 0.446
H 1.564 -1.129 -0.762
O 0.880 -1.124 3.260
H 1.456 -0.503 2.774
H 1.290 -1.241 4.119
*
```

Computed properties:
Structure (SMILES) ... C=NC(=C)C.O.O
DFT total energy ... -364.17319 Ha
Energy above the lowest of the compared OMol25 structures with the same formula, charge and spin ... 59.6 kcal/mol
Orbital gap ... 9.84 eV
Molar mass ... 105.14 g/mol

[10]
# C4H11NO2

A 2-piece molecular cluster, C4H11NO2 overall in a non-equilibrium geometry (wB97M-V/def2-TZVPD, the OMol25 dataset).

Geometry as ORCA input:
```
! RIJCOSX wB97M-V def2-TZVPD def2/J DEFGRID3
* xyz 0 1
C 0.628 2.281 1.570
C 0.735 0.892 0.883
C -0.317 -0.048 1.407
N -1.499 -0.130 0.702
O -0.164 -0.672 2.441
H 0.843 2.221 2.631
H -0.280 2.799 1.296
H 1.450 2.892 1.172
H 0.695 1.059 -0.186
H 1.713 0.495 1.157
H -1.993 -0.996 0.862
H -1.538 0.181 -0.259
C -0.087 -1.469 -2.394
O 0.465 -2.579 -1.687
H 0.127 -0.586 -1.794
H -1.175 -1.574 -2.425
H 0.360 -1.380 -3.381
H 0.036 -3.386 -1.993
*
```

Computed properties:
Structure (SMILES) ... CCC(N)=O.CO
DFT total energy ... -364.23693 Ha
Energy above the lowest of the compared OMol25 structures with the same formula, charge and spin ... 19.6 kcal/mol
Orbital gap ... 10.36 eV
Molar mass ... 105.14 g/mol

Question: energy above the lowest of the compared OMol25 structures with the same formula, charge and spin of number 9 (C4H11NO2)?
Answer: 59.6 kcal/mol